Entry w
This record from the Open Molecules 2025 dataset describes 12 unconnected molecules or ions with the total composition C32H92N4O12. The level of theory is the ωB97M-V functional and the def2-TZVPD basis.

Total charge: 0
SMILES: COC[C@H](C)N.COC[C@H](C)N.COC[C@H](C)N.COC[C@H](C)N.CCO.CCO.CCO.CCO.CCO.CCO.CCO.CCO
Highest occupied orbital energy (eV): -8.9
Kohn-Sham gap (eV): 9.322

Element x y z (Å)
C1 -1.7260 0.9547 -4.1313
O1 -1.9395 -0.3994 -4.4596
C2 -1.4849 -0.7174 -5.7579
C3 -1.6763 -2.2085 -6.0644
C4 -0.7498 -3.0314 -5.2392
N1 -1.4034 -2.5448 -7.4955
H1 -2.4751 1.5858 -4.6094
H2 -0.6984 1.2561 -4.3344
H3 -1.7577 1.0465 -3.0456
H4 -1.9982 -0.1499 -6.5342
H5 -0.4359 -0.4529 -5.8918
H6 -2.7248 -2.4043 -5.8399
H7 -0.8424 -2.6982 -4.2055
H8 0.2726 -2.9035 -5.5949
H9 -0.9560 -4.0989 -5.3166
H10 -1.8640 -1.7496 -7.9146
H11 -0.4554 -2.4530 -7.8316
C5 -7.3000 1.2992 -2.4432
O2 -6.6061 0.1575 -2.8816
C6 -5.2686 0.0750 -2.4077
C7 -4.6920 -1.3521 -2.3700
C8 -5.3947 -2.2496 -1.3501
N2 -3.3030 -1.3425 -2.0360
H12 -8.3374 1.1050 -2.7155
H13 -6.9877 2.2130 -2.9486
H14 -7.2185 1.4587 -1.3680
H15 -4.6860 0.7117 -3.0735
H16 -5.2168 0.5027 -1.4064
H17 -4.8508 -1.6962 -3.3920
H18 -6.4316 -2.4028 -1.6494
H19 -5.4209 -1.9358 -0.3066
H20 -4.9668 -3.2410 -1.2018
H21 -2.8984 -2.2679 -2.0456
H22 -2.8907 -0.7779 -2.7650
C9 0.5922 -2.3296 4.1359
O3 1.8161 -1.9403 4.6829
C10 2.4267 -2.9118 5.5823
C11 1.5724 -3.2583 6.8221
C12 1.1217 -2.1173 7.6684
N3 2.4550 -4.0937 7.6285
H23 0.6016 -3.2866 3.6143
H24 0.1708 -1.5789 3.4672
H25 -0.1902 -2.3876 4.8926
H26 2.6635 -3.8497 5.0800
H27 3.3330 -2.4925 6.0191
H28 0.6229 -3.7628 6.6429
H29 0.6562 -2.3858 8.6167
H30 0.3882 -1.5121 7.1357
H31 1.9369 -1.4519 7.9525
H32 3.3789 -3.6979 7.5292
H33 2.5174 -5.0323 7.2609
C13 4.0264 3.5063 2.5700
O4 3.7104 2.1746 2.4195
C14 2.9535 1.6172 3.4722
C15 3.7873 1.0170 4.6073
C16 4.8397 0.0297 4.1412
N4 2.8801 0.3573 5.5612
H34 4.5640 3.7481 3.4869
H35 3.1446 4.1407 2.4809
H36 4.6835 3.8847 1.7870
H37 2.3345 2.3516 3.9875
H38 2.2997 0.8662 3.0286
H39 4.2564 1.8663 5.1039
H40 5.4705 -0.2957 4.9684
H41 5.5279 0.5283 3.4587
H42 4.3439 -0.7462 3.5579
H43 2.4301 -0.3961 5.0611
H44 3.4861 -0.0171 6.2772
C17 -0.3486 6.1176 -3.6110
C18 -0.0142 4.6697 -3.8425
O5 -0.1845 4.0128 -2.6317
H45 -1.4224 6.2179 -3.4526
H46 -0.1276 6.6615 -4.5294
H47 0.2295 6.6376 -2.8471
H48 0.9704 4.5084 -4.2814
H49 -0.7456 4.2221 -4.5155
H50 0.3793 4.3821 -1.9481
C19 -4.8127 1.4618 1.7260
C20 -3.7666 2.5396 1.9326
O6 -3.3279 2.9436 0.6757
H51 -5.1176 1.1528 2.7258
H52 -4.3992 0.6095 1.1868
H53 -5.7334 1.7263 1.2060
H54 -2.9589 2.2042 2.5832
H55 -4.1820 3.4287 2.4071
H56 -2.9193 2.1546 0.3121
C21 2.9433 3.1205 -1.0645
C22 3.2010 4.5110 -1.5790
O7 2.1342 5.4258 -1.4664
H57 3.9177 2.6400 -1.1524
H58 2.1092 2.6011 -1.5363
H59 2.6813 3.1332 -0.0065
H60 3.3586 4.4033 -2.6522
H61 4.1133 4.9687 -1.1964
H62 2.3096 6.1369 -2.0870
C23 1.0969 -3.0614 -0.5123
C24 -0.0987 -3.5515 0.4003
O8 -0.4793 -4.8247 -0.1459
H63 1.6431 -2.2528 -0.0266
H64 0.7195 -2.7118 -1.4733
H65 1.8022 -3.8701 -0.7035
H66 -0.9233 -2.8403 0.4497
H67 0.2111 -3.7041 1.4342
H68 -1.1006 -4.6188 -0.8481
C25 4.6188 -0.1004 0.2312
C26 5.2608 -1.1706 -0.6186
O9 5.8054 -0.6090 -1.7461
H69 4.1295 -0.4215 1.1507
H70 3.8502 0.3716 -0.3809
H71 5.3058 0.7304 0.3917
H72 4.6060 -2.0217 -0.8061
H73 6.0944 -1.4321 0.0332
H74 6.5574 -1.1387 -2.0207
C27 -4.0623 -1.6664 3.4105
C28 -2.9206 -1.6284 2.4329
O10 -2.2319 -0.4160 2.5797
H75 -3.8283 -1.6563 4.4750
H76 -4.7451 -2.4799 3.1652
H77 -4.6948 -0.7896 3.2723
H78 -3.3748 -1.5917 1.4427
H79 -2.2870 -2.5121 2.5074
H80 -1.9437 -0.0750 1.7298
C29 0.4306 0.8501 0.6092
C30 -0.5009 0.7995 -0.5360
O11 -1.8783 0.4841 -0.1511
H81 0.0672 1.4977 1.4071
H82 1.4698 1.1108 0.4089
H83 0.4243 -0.1411 1.0626
H84 -0.0852 0.1173 -1.2776
H85 -0.5034 1.7860 -0.9996
H86 -2.3519 -0.1122 -0.7357
C31 1.5335 -0.9833 -3.9199
C32 2.3255 -0.1870 -2.8824
O12 3.6742 -0.1844 -3.3748
H87 0.5373 -1.2204 -3.5464
H88 2.1252 -1.8853 -4.0759
H89 1.3727 -0.3996 -4.8263
H90 2.3145 -0.6232 -1.8836
H91 2.0206 0.8595 -2.8746
H92 4.3102 -0.1490 -2.6566

Entry x
This record from the Open Molecules 2025 dataset describes 12 unconnected molecules or ions with the total composition C32H92N4O12. The level of theory is the ωB97M-V functional and the def2-TZVPD basis.

Total charge: 0
SMILES: COC[C@H](C)N.COC[C@H](C)N.COC[C@H](C)N.COC[C@H](C)N.CCO.CCO.CCO.CCO.CCO.CCO.CCO.CCO
Highest occupied orbital energy (eV): -8.5
Kohn-Sham gap (eV): 8.886

Element x y z (Å)
C1 -5.2331 -1.1519 -2.1991
O1 -4.2666 -0.7019 -1.3151
C2 -4.7185 0.4755 -0.6584
C3 -4.9463 0.1814 0.8491
C4 -5.3421 1.4114 1.5967
N1 -3.7917 -0.4390 1.4633
H1 -4.7931 -2.0913 -2.5899
H2 -5.3623 -0.4183 -3.0258
H3 -6.2205 -1.3922 -1.7989
H4 -4.0203 1.2978 -0.7368
H5 -5.7072 0.7484 -1.1317
H6 -5.7693 -0.5391 0.8756
H7 -5.3845 1.1111 2.6510
H8 -6.3105 1.8376 1.2916
H9 -4.5383 2.1427 1.4920
H10 -3.5068 -1.2910 0.9987
H11 -3.0005 0.1907 1.4506
C5 1.8227 -0.0011 1.9281
O2 0.7934 0.0261 0.9061
C6 1.0215 -0.9254 -0.1214
C7 -0.0760 -0.9744 -1.2451
C8 -0.2265 0.4229 -1.8308
N2 -1.3016 -1.4769 -0.6629
H12 2.1475 -1.0750 2.1223
H13 1.3357 0.4196 2.8322
H14 2.6703 0.5662 1.5316
H15 2.0220 -0.7313 -0.6189
H16 1.1525 -1.8740 0.2862
H17 0.1858 -1.6782 -2.0537
H18 -0.8292 1.0318 -1.1191
H19 -0.8644 0.4360 -2.7069
H20 0.6787 0.8875 -2.1543
H21 -2.0865 -1.5739 -1.3060
H22 -1.6180 -0.8763 0.1031
C9 4.2113 1.4865 -1.6258
O3 3.9491 2.6220 -2.3917
C10 3.9515 3.8173 -1.6297
C11 2.5936 4.1993 -1.1060
C12 1.7036 4.6203 -2.2065
N3 2.7476 5.3154 -0.1682
H23 5.1035 1.6759 -1.0045
H24 4.1669 0.5964 -2.2934
H25 3.5047 1.3488 -0.8421
H26 4.7157 3.7528 -0.8616
H27 4.2233 4.6096 -2.3712
H28 2.2062 3.3577 -0.4880
H29 1.5467 3.7876 -2.9587
H30 2.1920 5.4253 -2.8128
H31 0.7204 4.9547 -1.9011
H32 3.1454 6.0909 -0.6143
H33 3.2052 5.1417 0.6716
C13 0.6806 -1.2481 7.1722
O4 0.1769 -0.6231 6.0468
C14 -0.8026 -1.4392 5.3100
C15 -1.6010 -0.6468 4.3827
C16 -2.6063 0.2640 5.0192
N4 -2.3292 -1.6558 3.5525
H34 1.5170 -0.6349 7.6029
H35 0.9997 -2.2557 6.9662
H36 -0.0149 -1.3948 7.9877
H37 -0.3238 -2.3568 4.8769
H38 -1.5401 -1.8402 6.0713
H39 -0.9572 -0.0251 3.7243
H40 -3.3401 -0.3611 5.5414
H41 -3.0987 0.8819 4.2339
H42 -2.0305 0.9777 5.6246
H43 -1.7193 -1.9790 2.7898
H44 -3.1788 -1.2461 3.1579
C17 6.9676 3.8774 1.2963
C18 5.6990 3.5515 2.0259
O5 5.0700 2.4032 1.5994
H45 6.8161 4.0107 0.2240
H46 7.7237 3.0781 1.4830
H47 7.4205 4.8056 1.5370
H48 5.0107 4.3777 1.9680
H49 5.9113 3.5396 3.0918
H50 5.6168 1.6436 1.7565
C19 -0.4582 3.6483 2.7179
C20 -1.1801 3.2156 1.4350
O6 -1.5489 1.8278 1.4717
H51 0.3853 2.9798 2.8578
H52 -1.0529 3.5677 3.6078
H53 -0.1546 4.6883 2.7399
H54 -0.4926 3.4027 0.6207
H55 -2.0832 3.7764 1.2387
H56 -0.7215 1.3053 1.5504
C21 -3.4833 -2.4769 -5.1864
C22 -3.0635 -1.0577 -4.7983
O7 -4.0018 -0.1160 -5.3091
H57 -4.4711 -2.6678 -4.7970
H58 -2.8576 -3.2152 -4.7132
H59 -3.4922 -2.4838 -6.2766
H60 -2.0395 -0.8577 -5.2125
H61 -3.0000 -0.9783 -3.6994
H62 -3.7719 0.7957 -5.1869
C23 3.0012 -3.8487 -2.0457
C24 3.2317 -4.0529 -0.5689
O8 2.3605 -5.0980 -0.0941
H63 2.6705 -4.7981 -2.5341
H64 3.7920 -3.3785 -2.6071
H65 2.0904 -3.2401 -2.2084
H66 2.9506 -3.1222 -0.0024
H67 4.2911 -4.3144 -0.3628
H68 2.1591 -4.7286 0.7859
C25 -2.0973 -5.0066 -0.2025
C26 -1.3015 -5.1296 1.0804
O9 -1.0333 -3.7900 1.5552
H69 -2.4196 -6.0081 -0.4917
H70 -1.3458 -4.5888 -0.9141
H71 -2.9141 -4.3035 -0.0807
H72 -0.3654 -5.6792 1.0207
H73 -1.8819 -5.5994 1.8061
H74 -1.1895 -3.1548 0.8196
C27 1.9947 0.4154 -5.5602
C28 1.9760 -0.7786 -4.5442
O10 0.8218 -1.5538 -4.7751
H75 2.4733 0.0963 -6.4849
H76 2.5777 1.2257 -5.1590
H77 0.9830 0.8048 -5.7675
H78 2.0136 -0.4064 -3.5143
H79 2.8795 -1.3908 -4.7305
H80 0.9293 -2.3386 -4.2798
C29 -2.7396 3.8439 -2.7276
C30 -3.3802 2.6112 -3.3016
O11 -3.1940 2.5961 -4.7709
H81 -3.0910 4.0025 -1.7242
H82 -2.9774 4.7737 -3.2697
H83 -1.6471 3.7368 -2.6472
H84 -4.4460 2.5320 -3.0906
H85 -2.9268 1.6845 -2.9483
H86 -3.9070 3.1138 -5.1313
C31 3.5478 -3.4090 3.7715
C32 2.1204 -3.8761 3.5467
O12 1.8014 -3.6985 2.2113
H87 3.5947 -2.3501 3.6904
H88 4.1712 -3.8246 2.9826
H89 3.8483 -3.7287 4.7730
H90 1.3864 -3.3814 4.0925
H91 1.9798 -4.9205 3.7172
H92 0.8286 -3.7744 2.0841

Energies in kJ/mol, measured from the most stable structure: entry w 61.3; entry x 0.0.